(1)
DFT (ωB97M-V with the def2-TZVPD basis set) results for a molecular structure, C24H24BrClN3O4S2Zn.

```
60
Properties=species:S:1:pos:R:3:forces:R:3:mulliken_charge:R:1
Zn 1.8779 1.5410 1.2506 -0.2 -0.2 -0.6 0.75
C 2.0607 6.9565 0.7229 0.0 -0.1 0.0 -1.39
C 2.8659 5.6872 0.7331 -0.1 0.1 0.0 0.43
C 4.2509 5.6747 0.8217 0.1 0.0 0.0 -0.41
C 4.9471 4.4764 0.8637 0.1 0.0 0.0 -0.59
C 4.2182 3.3094 0.8231 -0.1 0.0 0.0 0.25
Br 5.0735 1.6320 0.8790 0.0 0.0 0.0 -0.12
N 2.8892 3.2894 0.7425 0.1 -0.1 0.1 -0.27
C 2.2357 4.4549 0.6957 -0.1 0.0 0.0 -0.04
H 2.7075 7.8304 0.6894 0.0 0.0 0.0 0.37
H 1.4503 7.0204 1.6249 0.0 0.0 0.0 0.32
H 1.3896 6.9922 -0.1352 0.0 0.0 0.0 0.34
H 4.7952 6.6105 0.8665 0.0 0.0 0.0 0.39
H 6.0240 4.4459 0.9347 0.0 0.0 0.0 0.43
H 1.1540 4.3927 0.6515 0.0 0.0 0.0 0.55
S 0.1799 1.8506 -0.5338 0.0 0.0 0.0 -0.63
C -0.1731 0.2520 -0.8655 0.0 0.1 0.1 0.50
N -1.3362 -0.1475 -1.3406 0.0 -0.1 0.0 0.16
C -1.5231 -1.5323 -1.7891 0.0 0.0 0.0 -0.62
C -0.2473 -1.9852 -2.4382 0.0 0.0 0.0 -0.91
N 0.8312 -1.8681 -1.4511 0.0 0.0 -0.1 0.11
C 1.7780 -2.9993 -1.4052 0.0 -0.1 0.0 -1.50
C 1.0877 -4.2504 -0.9198 0.0 0.0 0.0 0.81
C 0.9324 -5.3428 -1.7631 0.0 0.0 0.0 -0.27
C 0.2811 -6.4856 -1.3149 0.0 0.0 0.0 -0.60
C -0.2230 -6.5344 -0.0245 0.0 0.0 0.0 -0.44
C -0.0707 -5.4428 0.8229 0.0 0.0 0.0 -0.77
C 0.5845 -4.3055 0.3787 0.0 0.0 0.0 -0.18
C 0.8721 -0.8356 -0.6384 0.0 -0.1 0.1 0.75
S 1.9765 -0.7491 0.6300 0.1 0.2 0.1 -0.29
C -2.5231 0.7186 -1.4388 -0.1 0.0 0.0 -1.26
C -3.6772 0.0973 -0.6926 0.0 0.0 0.0 0.53
C -4.8416 -0.2607 -1.3580 0.0 0.0 0.0 -0.37
C -5.9023 -0.8217 -0.6575 0.0 0.0 0.0 -0.65
C -5.7953 -1.0321 0.7086 0.0 0.0 0.0 -0.41
C -4.6296 -0.6774 1.3781 0.0 0.0 0.0 -0.73
C -3.5747 -0.1124 0.6804 0.0 0.0 0.0 -0.16
H -2.3474 -1.5499 -2.4986 0.0 0.0 0.0 0.56
H -1.7871 -2.1759 -0.9472 0.0 0.0 0.0 0.31
H -0.0131 -1.3782 -3.3160 0.0 0.0 0.0 0.33
H -0.3198 -3.0280 -2.7363 0.0 0.0 0.0 0.48
H 2.6054 -2.7256 -0.7590 0.0 0.0 0.0 0.52
H 2.1583 -3.1389 -2.4180 0.0 0.0 0.0 0.41
H 1.3311 -5.3102 -2.7716 0.0 0.0 0.0 0.39
H 0.1703 -7.3358 -1.9750 0.0 0.0 0.0 0.39
H -0.7288 -7.4244 0.3257 0.0 0.0 0.0 0.40
H -0.4540 -5.4828 1.8342 0.0 0.0 0.0 0.42
H 0.7164 -3.4604 1.0465 0.0 0.0 0.0 0.37
H -2.7667 0.8425 -2.4955 0.0 0.0 0.0 0.41
H -2.2687 1.6930 -1.0322 0.1 0.0 0.0 0.46
H -4.9278 -0.0935 -2.4264 0.0 0.0 0.0 0.39
H -6.8101 -1.0923 -1.1802 0.0 0.0 0.0 0.39
H -6.6217 -1.4668 1.2552 0.0 0.0 0.0 0.39
H -4.5480 -0.8316 2.4460 0.0 0.0 0.0 0.42
H -2.6709 0.1789 1.2075 0.0 0.0 0.0 0.53
O 1.1400 2.0097 5.0309 0.0 -0.1 -0.2 -0.61
Cl 1.4603 2.4123 3.7186 0.1 0.3 0.2 1.82
O 1.6107 3.8243 3.5890 0.0 -0.2 0.1 -0.57
O 0.4335 1.9445 2.7418 0.1 0.1 0.0 -0.68
O 2.6922 1.7399 3.2292 -0.1 0.0 0.1 -0.64
```
Positions in Å, forces in eV/Å.

Output
E_tot = -7003.7135 a.u.
LUMO energy = -4.1 eV
net charge = +1
gap between HOMO and LUMO = 7.871 eV


(2)
DFT (ωB97M-V with the def2-TZVPD basis set) results for a molecular structure, C17H23IrN2.

```
43
Properties=species:S:1:pos:R:3:forces:R:3:mulliken_charge:R:1
C -0.8040 1.2742 -3.3411 0.2 -0.4 1.6 0.56
C -0.1678 2.5889 -2.8325 0.0 -0.8 0.8 -0.84
C 0.0936 0.0829 -3.7013 0.3 0.3 0.2 -1.23
C -2.2548 0.9947 -2.8950 0.8 -0.3 0.8 -0.82
H -0.1069 -0.2931 -4.7140 -0.2 -0.1 0.3 0.36
H 0.0590 -0.7731 -2.9780 -0.4 0.7 -0.7 0.18
H 1.1701 0.3278 -3.7134 -0.5 0.4 -0.2 0.46
H -0.1465 3.3694 -3.5892 0.0 0.1 -0.1 0.41
H 0.8673 2.4542 -2.4460 -0.4 -0.2 -0.8 0.16
H -0.6661 3.0041 -1.9203 -0.2 -0.3 -0.8 0.09
H -2.9743 1.2814 -3.6510 -0.3 0.3 -0.1 0.43
H -2.4833 1.5054 -1.9274 0.1 0.1 -0.9 0.03
H -2.4837 -0.0639 -2.6418 0.5 0.3 -0.6 0.21
C 2.1547 -0.4694 1.3398 -0.2 0.3 0.3 -0.58
C 2.4392 -0.8429 -0.0115 -0.2 0.7 0.4 -0.86
C 2.1000 0.2656 -0.8487 0.4 0.4 0.0 -0.21
H 2.7933 -1.8094 -0.3498 -0.1 0.2 0.1 0.52
C 1.7335 1.3716 -0.0357 0.0 -0.4 0.1 -0.35
C 1.6022 0.8909 1.3348 3.0 0.5 -0.1 -0.66
H 1.3299 1.4732 2.2119 0.6 0.0 -0.1 0.58
H 2.3310 -1.0571 2.2477 -0.1 0.3 -0.6 0.50
H 2.1049 0.2663 -1.9405 0.2 0.0 0.6 0.50
H 1.5772 2.3988 -0.3603 -0.1 -0.5 -0.1 0.46
C -1.6041 -1.2410 1.3607 -1.1 -2.1 -0.3 -0.68
C -0.5274 -2.2320 1.4279 -0.6 0.1 0.0 -0.54
C -0.1487 -2.5574 0.0971 -0.3 -0.3 0.1 -0.87
H -0.1211 -2.6388 2.3505 0.0 0.1 -0.3 0.47
C -0.9666 -1.8001 -0.8000 -0.7 -0.4 0.1 -0.51
C -1.9373 -1.0859 -0.0401 -0.3 -0.3 -0.1 -0.34
H -2.7923 -0.5444 -0.4572 0.6 -0.2 0.2 0.55
H -2.1475 -0.8316 2.2031 -0.1 -0.2 -0.1 0.51
H 0.6493 -3.2400 -0.2000 -0.3 0.3 0.2 0.50
H -0.9433 -1.8210 -1.8864 0.0 -0.1 0.5 0.88
Ir -0.0090 -0.1181 0.7193 0.1 0.4 -0.5 1.13
N -1.6697 3.7820 1.4868 -0.7 0.3 0.1 -0.04
C -2.8750 3.0742 1.4293 0.2 0.6 0.0 -0.66
C -2.5770 1.8627 0.8991 0.8 0.1 0.9 -0.44
N -1.1834 1.7582 0.7850 -0.8 1.9 -1.2 0.15
C -0.6984 2.9888 1.0199 -0.3 -1.0 0.6 -0.35
H -1.5197 4.7289 1.8562 -0.3 -0.7 -0.4 0.26
H -3.8151 3.4684 1.8051 0.4 0.1 -0.3 0.40
H -3.2609 1.0626 0.6421 0.3 0.2 0.3 0.36
H 0.3312 3.3336 0.9156 -0.5 -0.3 0.2 0.33
```
Positions in Å, forces in eV/Å.

Output
E_tot = -874.9290 a.u.
multiplicity = 6
LUMO energy (alpha / beta) = -2.3 / -5.0 eV
net charge = +1
gap between HOMO and LUMO (alpha / beta) = 7.451 / 7.751 eV


(3)
DFT (ωB97M-V with the def2-TZVPD basis set) results for 2 unconnected molecules or ions with the total composition C16H29ClNO8P.

```
56
Properties=species:S:1:pos:R:3:forces:R:3:mulliken_charge:R:1
C 1.5789 2.4762 4.2724 0.5 -0.8 -0.2 -0.10
C 1.8813 1.9811 3.1928 -0.5 1.0 -0.9 -0.94
C 2.2013 1.5833 1.6947 0.3 0.0 1.3 -0.26
C 1.1568 0.4876 1.1306 1.0 -1.0 2.1 -0.27
C 1.2024 -0.6655 2.2650 0.0 0.2 0.4 -1.60
N -0.2429 0.9728 1.1450 0.7 2.3 -0.5 0.33
C -0.4134 2.3633 0.9489 -0.6 -0.1 -0.9 -0.50
C -0.5996 3.5186 0.5911 -0.6 -0.5 0.3 -0.37
C 1.6110 -0.0749 -0.3216 -1.4 -0.4 1.1 0.76
C 0.8322 -1.4069 -0.7510 -0.2 -0.6 -0.5 -1.41
C -0.7379 -1.2335 -0.9698 -0.9 0.4 0.3 -0.17
C -1.6414 -1.9891 0.1168 0.1 -0.7 -1.5 -0.22
C -3.1955 -1.7671 -0.1744 0.3 0.8 0.4 -0.87
C -3.7203 -0.4991 0.6498 0.2 -0.6 -0.9 -0.26
O -3.8115 0.6484 -0.2411 0.0 0.1 1.6 -0.29
C -4.3396 1.7418 0.5570 -0.9 0.0 -0.2 -0.72
O 1.2445 0.9749 -1.2286 1.2 -0.8 -0.4 0.12
C 1.6960 0.8700 -2.5541 -1.6 0.8 -1.5 0.10
Cl 3.0808 2.0758 -2.8343 -0.6 -1.0 0.1 -0.21
C 0.5400 1.4121 -3.5454 1.1 0.0 -0.1 -0.76
O -0.7382 0.8096 -3.2968 1.9 -0.8 -0.2 -0.05
O -1.6165 1.8678 -3.1176 -1.7 1.3 0.5 -0.49
P 3.4376 -0.5932 -0.3860 3.5 -2.6 -2.1 1.01
O 3.7666 -1.4163 -1.6201 -1.3 1.6 1.7 -0.81
O 4.5278 0.6711 -0.3526 -1.4 -1.3 1.4 -0.50
O 3.8679 -1.6064 0.9083 -0.8 1.7 -0.8 -0.57
H 1.3920 2.7962 5.3316 0.3 -0.5 -1.9 0.41
H 2.2979 2.4840 1.0214 -0.4 -0.8 0.9 0.44
H 3.2544 1.1488 1.7772 -1.5 0.3 -0.3 0.41
H 0.7583 -1.6424 1.9262 0.8 1.0 0.2 0.37
H 0.5890 -0.3628 3.1821 0.7 0.0 -1.4 0.50
H 2.2609 -0.7675 2.6736 -1.4 -0.3 -0.8 0.33
H -0.7955 0.5987 1.9155 0.4 0.3 -0.3 0.43
H -0.9623 4.5252 0.2524 0.9 -1.7 0.6 0.40
H 1.2501 -1.7802 -1.7458 -0.3 0.7 1.4 0.43
H 1.0265 -2.2840 -0.0476 -0.1 1.3 -0.8 0.65
H -1.0008 -1.6234 -2.0101 0.3 0.3 1.4 0.59
H -1.0825 -0.1469 -0.9765 0.8 -1.4 0.0 -0.29
H -1.3372 -1.6702 1.1592 -0.5 -0.5 -1.1 0.10
H -1.4420 -3.1008 -0.0292 -0.1 1.4 0.6 0.21
H -3.7777 -2.7011 0.0847 0.6 1.1 -0.1 0.37
H -3.3718 -1.5585 -1.2829 0.3 -0.3 1.4 0.31
H -2.9396 -0.2583 1.4376 -1.1 -0.3 -0.6 0.11
H -4.7465 -0.6705 1.1122 1.2 0.1 -0.4 0.42
H -4.0544 1.6138 1.6474 -0.2 0.3 -1.2 0.32
H -5.4789 1.6835 0.4646 1.4 0.3 0.3 0.27
H -3.9938 2.7448 0.1729 -0.2 -1.2 0.3 0.22
H 1.9741 -0.1461 -2.9411 0.3 1.0 1.0 0.40
H 0.8564 1.1245 -4.6050 -0.3 0.6 1.4 0.32
H 0.4894 2.5315 -3.4251 -0.2 -1.3 -0.2 0.38
H -2.2991 1.5277 -2.5010 0.6 -0.1 -0.2 0.32
H 5.1107 0.6136 0.4348 -0.4 0.0 -0.6 0.33
H 4.1974 -2.4569 0.5480 -0.3 0.8 -0.2 0.32
O 0.3167 -4.6009 -0.3974 -0.1 -0.4 0.0 -0.57
H -0.0989 -5.0215 -1.1601 0.1 0.1 0.0 0.28
H 0.1653 -5.2249 0.3230 0.1 0.1 0.0 0.28
```
Positions in Å, forces in eV/Å.

Output
E_tot = -2084.9972 a.u.
LUMO energy = 0.3 eV
SMILES string = C#CC[C@@](C)(NC#C)[C@@](CCCCCOC)(O[C@H](Cl)COO)P(=O)(O)O.O
net charge = 0
gap between HOMO and LUMO = 8.995 eV